1 | ORCA calculation (ωB97M-V/def2-TZVPD) on a 2-piece molecular cluster, C11H15N overall.

Atoms and positions in Å:
1 C -0.289 0.578 1.661
2 C -0.897 -0.523 0.826
3 C -2.183 -0.895 0.634
4 N -2.270 -1.900 -0.357
5 C -0.986 -2.260 -0.671
6 C -0.423 -3.176 -1.575
7 C 0.946 -3.263 -1.737
8 C 1.814 -2.317 -1.089
9 C 1.285 -1.515 -0.105
10 C -0.087 -1.437 0.025
11 H 0.785 0.548 1.500
12 H -0.358 0.250 2.701
13 H -0.639 1.565 1.404
14 H -3.132 -0.661 1.089
15 H -3.094 -2.098 -0.897
16 H -0.945 -3.862 -2.245
17 H 1.445 -3.860 -2.478
18 H 2.808 -2.222 -1.499
19 H 1.937 -0.934 0.536
20 C 0.847 3.571 0.985
21 C 0.153 3.434 -0.372
22 H 1.729 2.932 1.001
23 H 1.147 4.621 1.080
24 H 0.368 3.353 1.937
25 H -0.247 4.332 -0.833
26 H -0.629 2.670 -0.444
27 H 0.914 3.069 -1.075

The spin multiplicity is 1. The LUMO energy comes out at 0.9622 eV. The structure (SMILES) is Cc1c[nH]c2ccccc12.CC. Its highest occupied orbital energy is -0.290 Eh.

Per-atom Löwdin charges, elementary charge units: atom 1 (C): -0.04, atom 2 (C): -0.21, atom 3 (C): -0.05, atom 4 (N): 0.07, atom 5 (C): -0.22, atom 6 (C): -0.03, atom 7 (C): -0.09, atom 8 (C): -0.09, atom 9 (C): -0.05, atom 10 (C): -0.15, atom 11 (H): 0.06, atom 12 (H): 0.09, atom 13 (H): 0.04, atom 14 (H): 0.12, atom 15 (H): 0.15, atom 16 (H): 0.10, atom 17 (H): 0.09, atom 18 (H): 0.09, atom 19 (H): 0.10, atom 20 (C): -0.18, atom 21 (C): -0.16, atom 22 (H): 0.06, atom 23 (H): 0.06, atom 24 (H): 0.05, atom 25 (H): 0.06, atom 26 (H): 0.05, atom 27 (H): 0.07

---

2 | ORCA calculation (ωB97M-V/def2-TZVPD) on a 2-piece molecular cluster, C11H15N overall.

Atoms and positions in Å:
1 C 1.972 2.086 2.273
2 C 0.957 1.871 1.204
3 C 0.610 2.715 0.200
4 N -0.483 2.215 -0.486
5 C -0.839 1.012 0.077
6 C -1.904 0.168 -0.233
7 C -2.132 -0.915 0.594
8 C -1.303 -1.150 1.702
9 C -0.238 -0.319 1.990
10 C -0.004 0.802 1.187
11 H 2.463 3.055 2.203
12 H 2.769 1.332 2.225
13 H 1.574 1.980 3.286
14 H 0.955 3.679 -0.136
15 H -0.707 2.485 -1.429
16 H -2.536 0.383 -1.091
17 H -2.921 -1.606 0.335
18 H -1.519 -1.986 2.358
19 H 0.425 -0.606 2.793
20 C 0.236 -2.816 -2.040
21 C 0.494 -1.479 -2.734
22 H 0.769 -2.899 -1.088
23 H -0.812 -2.950 -1.766
24 H 0.520 -3.672 -2.652
25 H 0.715 -1.592 -3.795
26 H 1.319 -0.966 -2.250
27 H -0.380 -0.827 -2.728

The spin multiplicity is 1. The LUMO energy comes out at 0.9265 eV. The structure (SMILES) is Cc1c[nH]c2ccccc12.CC. Its highest occupied orbital energy is -0.290 Eh.

Per-atom Löwdin charges, elementary charge units: atom 1 (C): -0.06, atom 2 (C): -0.23, atom 3 (C): -0.06, atom 4 (N): 0.07, atom 5 (C): -0.23, atom 6 (C): -0.04, atom 7 (C): -0.10, atom 8 (C): -0.10, atom 9 (C): -0.03, atom 10 (C): -0.14, atom 11 (H): 0.07, atom 12 (H): 0.08, atom 13 (H): 0.08, atom 14 (H): 0.12, atom 15 (H): 0.15, atom 16 (H): 0.11, atom 17 (H): 0.10, atom 18 (H): 0.10, atom 19 (H): 0.11, atom 20 (C): -0.17, atom 21 (C): -0.17, atom 22 (H): 0.06, atom 23 (H): 0.05, atom 24 (H): 0.06, atom 25 (H): 0.06, atom 26 (H): 0.06, atom 27 (H): 0.05

---

In terms of stability, 2 leads; the second structure lies 0.0326 hartree higher.

---

1 | ORCA calculation (ωB97M-V/def2-TZVPD) on a 2-piece molecular cluster, C11H15N overall.

Atoms and positions in Å:
1 C -1.234 -3.495 -0.803
2 C -1.740 -2.107 -0.250
3 C -2.874 -1.865 0.459
4 N -3.198 -0.487 0.616
5 C -2.216 0.219 -0.143
6 C -2.250 1.539 -0.597
7 C -1.179 1.965 -1.469
8 C -0.252 1.005 -1.804
9 C -0.226 -0.373 -1.555
10 C -1.292 -0.718 -0.723
11 H -0.414 -3.334 -1.708
12 H -1.992 -4.025 -1.280
13 H -0.915 -4.264 -0.143
14 H -3.664 -2.522 0.903
15 H -4.003 -0.187 1.124
16 H -2.976 2.242 -0.133
17 H -1.185 3.031 -1.887
18 H 0.699 1.350 -2.176
19 H 0.462 -1.018 -1.989
20 C 4.151 2.216 1.440
21 C 3.479 1.024 1.976
22 H 5.168 2.035 1.150
23 H 3.501 2.564 0.510
24 H 4.249 3.113 1.912
25 H 2.414 0.774 1.640
26 H 3.291 1.058 3.105
27 H 4.195 0.259 1.828

The spin multiplicity is 1. The LUMO energy comes out at 0.9361 eV. The structure (SMILES) is Cc1c[nH]c2ccccc12.CC. Its highest occupied orbital energy is -0.289 Eh.

Per-atom Löwdin charges, elementary charge units: atom 1 (C): -0.04, atom 2 (C): -0.17, atom 3 (C): -0.09, atom 4 (N): 0.06, atom 5 (C): -0.21, atom 6 (C): -0.03, atom 7 (C): -0.09, atom 8 (C): -0.15, atom 9 (C): -0.02, atom 10 (C): -0.12, atom 11 (H): 0.13, atom 12 (H): 0.03, atom 13 (H): 0.04, atom 14 (H): 0.13, atom 15 (H): 0.13, atom 16 (H): 0.11, atom 17 (H): 0.12, atom 18 (H): 0.09, atom 19 (H): 0.08, atom 20 (C): -0.20, atom 21 (C): -0.20, atom 22 (H): 0.06, atom 23 (H): 0.11, atom 24 (H): 0.02, atom 25 (H): 0.09, atom 26 (H): 0.08, atom 27 (H): 0.04

---

2 | ORCA calculation (ωB97M-V/def2-TZVPD) on a 2-piece molecular cluster, C11H15N overall.

Atoms and positions in Å:
1 C 0.135 -0.914 -2.553
2 C -0.480 -1.005 -1.185
3 C -1.135 -2.101 -0.734
4 N -1.668 -1.847 0.520
5 C -1.454 -0.528 0.810
6 C -1.872 0.205 1.934
7 C -1.457 1.519 1.989
8 C -0.669 2.089 0.971
9 C -0.216 1.366 -0.114
10 C -0.689 0.036 -0.205
11 H 0.187 0.131 -2.857
12 H -0.384 -1.533 -3.257
13 H 1.199 -1.172 -2.570
14 H -1.386 -3.067 -1.145
15 H -2.234 -2.510 1.017
16 H -2.567 -0.226 2.635
17 H -1.684 2.156 2.824
18 H -0.182 3.031 1.197
19 H 0.467 1.656 -0.877
20 C 4.162 0.950 -0.683
21 C 3.034 0.128 0.015
22 H 5.056 0.338 -0.767
23 H 3.855 1.208 -1.702
24 H 4.318 1.884 -0.153
25 H 2.306 0.839 0.408
26 H 3.449 -0.353 0.898
27 H 2.589 -0.455 -0.782

The spin multiplicity is 1. The LUMO energy comes out at 0.9361 eV. The structure (SMILES) is Cc1c[nH]c2ccccc12.CC. Its highest occupied orbital energy is -0.288 Eh.

Per-atom Löwdin charges, elementary charge units: atom 1 (C): -0.05, atom 2 (C): -0.23, atom 3 (C): -0.06, atom 4 (N): 0.07, atom 5 (C): -0.23, atom 6 (C): -0.02, atom 7 (C): -0.10, atom 8 (C): -0.10, atom 9 (C): -0.04, atom 10 (C): -0.14, atom 11 (H): 0.07, atom 12 (H): 0.07, atom 13 (H): 0.06, atom 14 (H): 0.12, atom 15 (H): 0.15, atom 16 (H): 0.10, atom 17 (H): 0.09, atom 18 (H): 0.10, atom 19 (H): 0.10, atom 20 (C): -0.16, atom 21 (C): -0.14, atom 22 (H): 0.06, atom 23 (H): 0.06, atom 24 (H): 0.06, atom 25 (H): 0.04, atom 26 (H): 0.07, atom 27 (H): 0.04

---

In terms of stability, 2 leads; the second structure lies 0.0781 hartree higher.